[1]
209
Properties=species:S:1:pos:R:3:lowdin_charge:R:1 method="wB97M-V/def2-TZVPD" charge=+1 homo_ev=-11.55 energy_ha=-9624.23064 multiplicity=1 gap_ev=10.1824 lumo_energy_ha=-0.050
As 17.320 21.663 11.314 0.6468
As 9.578 12.014 11.187 0.7173
F 10.126 13.146 12.416 -0.2692
F 9.125 10.783 12.386 -0.2637
F 18.197 17.807 16.338 0.0764
F 17.984 22.721 10.215 -0.1861
F 18.869 21.043 11.707 -0.2236
F 17.640 11.661 16.173 0.0799
F 8.058 12.652 11.226 -0.2023
F 15.767 22.359 11.143 -0.2343
F 17.243 13.906 16.542 0.1251
F 20.176 16.684 16.376 0.1474
F 11.251 11.422 11.082 -0.2809
F 12.079 17.689 13.570 0.1041
F 19.827 18.098 18.075 0.1615
F 17.531 22.775 12.647 -0.2510
F 16.615 20.480 12.437 -0.2627
F 15.683 12.385 17.103 0.1409
F 17.026 20.547 10.100 -0.2038
F 17.683 12.460 18.254 0.1343
F 18.521 16.240 17.917 0.0561
F 13.701 16.338 14.555 0.0352
F 13.763 18.614 14.966 0.0426
F 10.022 13.207 9.985 -0.2699
F 12.091 17.281 15.896 0.1265
F 9.153 10.938 9.905 -0.2385
O 16.814 21.481 15.922 -0.1847
O 15.874 16.408 21.435 -0.1955
O 11.929 19.101 10.241 -0.1722
O 16.408 11.025 12.829 -0.1984
O 16.364 17.208 11.862 -0.1831
O 19.730 13.991 20.654 -0.1552
N 9.866 16.719 9.979 -0.2288
N 13.834 12.352 13.494 -0.2224
N 19.188 16.932 12.771 -0.2216
N 14.639 23.590 14.910 -0.2403
N 21.137 12.670 18.091 -0.2516
N 14.969 16.472 18.551 -0.2375
C 11.323 16.175 9.886 -0.1537
C 15.204 18.980 18.105 -0.0280
C 18.777 15.674 10.549 -0.0645
C 16.673 17.119 13.281 -0.1448
C 15.062 17.839 11.753 -0.0621
C 20.317 16.135 13.182 -0.0306
C 17.760 10.715 12.285 -0.0463
C 12.694 20.127 10.753 -0.1080
C 19.160 14.909 21.501 -0.1018
C 19.260 18.329 13.333 -0.1943
C 8.912 16.109 8.986 -0.1799
C 17.959 16.282 13.452 -0.0480
C 15.652 16.147 22.806 -0.0808
C 9.775 18.212 9.803 -0.0941
C 18.095 21.157 15.460 -0.0777
C 12.740 13.062 14.338 -0.1421
C 10.623 19.062 10.746 -0.1923
C 13.079 23.214 12.832 -0.0404
C 14.453 23.797 13.386 -0.0993
C 19.116 16.991 11.173 -0.1239
C 13.706 12.760 12.009 -0.1281
C 20.602 14.080 18.381 -0.0847
C 12.697 12.746 15.826 -0.0449
C 12.718 15.247 18.475 -0.0308
C 16.449 12.460 13.179 -0.1869
C 13.633 24.426 17.096 -0.0661
C 7.442 16.263 9.273 -0.0449
C 21.049 13.318 15.690 -0.0216
C 15.789 15.390 19.222 -0.0669
C 22.664 12.754 18.169 -0.1365
C 20.647 14.610 19.773 -0.1913
C 11.787 16.047 8.473 -0.0641
C 15.937 24.146 15.319 0.0196
C 13.470 24.226 15.582 -0.1772
C 13.471 16.560 18.897 -0.0853
C 15.859 21.316 14.912 -0.2054
C 20.588 11.603 19.034 0.0538
C 15.570 15.235 20.684 -0.1953
C 20.540 19.071 13.095 -0.0697
C 13.631 10.910 13.652 0.0011
C 14.610 22.117 15.399 -0.0377
C 20.678 12.275 16.759 -0.1730
C 23.438 11.483 17.814 -0.0351
C 15.259 16.333 17.081 0.0147
C 13.650 14.236 11.804 -0.0522
C 9.433 16.421 11.363 0.0015
C 15.636 17.770 18.901 -0.1912
C 15.197 12.777 13.936 -0.1089
B 12.844 17.503 14.742 -1.1617
B 17.035 12.618 17.041 -1.3400
B 19.227 17.263 17.171 -1.2733
H 14.961 15.321 16.823 0.0847
H 13.032 17.476 18.372 0.1326
H 11.909 16.979 7.883 0.0985
H 20.621 10.675 18.527 0.0963
H 23.152 10.646 18.348 0.0578
H 6.877 15.959 8.387 0.1028
H 18.129 16.260 14.516 0.1163
H 16.542 15.668 23.221 0.0899
H 10.252 16.534 12.126 0.1198
H 12.744 14.654 12.181 0.0636
H 20.356 20.180 13.255 0.1031
H 20.587 14.274 15.760 0.0506
H 7.260 15.594 10.135 0.0937
H 15.434 17.950 19.918 0.1050
H 14.772 15.515 22.863 0.0868
H 16.161 21.698 13.974 0.0526
H 13.631 20.000 10.265 0.0846
H 14.588 14.867 20.902 0.1149
H 12.691 11.692 16.083 0.0775
H 14.118 19.059 18.300 0.0929
H 18.544 21.971 14.876 0.0988
H 13.300 25.206 15.227 0.1227
H 13.072 15.014 17.510 0.0241
H 15.367 12.491 14.971 0.1089
H 19.038 15.848 21.049 0.0769
H 22.106 13.425 15.710 0.0632
H 14.000 10.518 14.609 0.1202
H 20.874 12.865 14.697 0.0967
H 21.175 11.583 19.948 0.1096
H 10.054 20.019 10.704 0.1471
H 12.605 24.746 17.413 0.1054
H 18.714 20.879 16.261 0.0812
H 17.839 9.609 12.096 0.1030
H 14.153 10.412 12.852 0.0976
H 23.236 11.209 16.777 0.0842
H 11.337 15.206 10.324 0.0881
H 21.072 14.766 17.692 0.1196
H 21.322 18.839 13.735 0.0489
H 16.085 24.280 16.337 0.0897
H 15.603 18.879 17.120 0.0616
H 19.530 14.094 18.130 0.1354
H 10.628 18.658 11.761 0.1166
H 18.175 14.500 21.794 0.0905
H 21.143 16.334 12.513 0.1146
H 14.686 16.985 16.436 0.0725
H 16.322 14.492 20.981 0.1235
H 18.339 17.724 10.887 0.1258
H 22.744 13.043 19.265 0.1390
H 15.996 25.166 14.869 0.1358
H 21.697 14.601 20.189 0.1422
H 12.617 23.529 15.498 0.1385
H 15.562 20.206 14.832 0.1407
H 16.383 16.531 16.992 0.1223
H 14.595 22.108 16.458 0.1048
H 21.129 11.355 16.539 0.1014
H 14.762 18.370 12.633 0.0681
H 12.965 14.091 14.369 0.0808
H 14.281 17.155 11.576 0.0611
H 15.837 16.607 13.745 0.1091
H 18.485 18.960 12.847 0.1045
H 19.094 18.311 14.435 0.1200
H 9.995 18.498 8.775 0.1470
H 18.796 15.736 9.476 0.0840
H 20.106 17.466 10.916 0.1330
H 12.004 16.857 10.379 0.1126
H 14.477 14.769 12.256 0.0652
H 16.712 23.634 14.818 0.0774
H 13.631 14.431 10.707 0.1016
H 15.785 19.728 18.585 0.0835
H 17.179 12.676 13.949 0.1071
H 12.867 12.192 11.659 0.0851
H 16.690 17.621 18.789 0.1160
H 16.638 13.099 12.325 0.1120
H 15.541 14.492 18.677 0.1265
H 9.114 15.400 11.417 0.0831
H 21.024 18.944 12.095 0.0943
H 20.469 16.287 14.227 0.0838
H 24.464 11.680 17.782 0.0728
H 11.805 13.279 16.252 0.1044
H 13.574 13.298 16.310 0.0742
H 19.608 12.001 16.862 0.1199
H 9.251 16.562 8.085 0.1112
H 8.774 18.552 10.004 0.1177
H 18.453 10.971 13.079 0.0733
H 12.890 22.166 13.181 0.0826
H 11.678 15.487 18.377 0.0805
H 16.831 18.126 13.727 0.1186
H 12.794 15.564 8.538 0.0984
H 20.115 15.043 13.157 0.1069
H 14.479 24.854 13.200 0.1212
H 15.047 13.905 13.990 0.1463
H 13.731 21.520 15.123 0.1291
H 9.073 15.011 8.957 0.1316
H 12.829 20.085 11.816 0.0783
H 15.076 18.582 10.989 0.0642
H 14.617 12.342 11.503 0.1420
H 22.985 13.562 17.512 0.1209
H 17.761 15.414 10.831 0.0653
H 17.965 15.248 13.115 0.1140
H 19.573 11.988 19.335 0.1138
H 18.013 20.255 14.873 0.0652
H 15.306 23.289 12.856 0.0962
H 11.795 12.941 13.825 0.1105
H 8.643 17.141 11.639 0.1226
H 16.807 15.720 18.933 0.1278
H 11.187 15.321 7.908 0.0853
H 12.566 10.652 13.564 0.1217
H 13.767 23.541 17.750 0.0915
H 7.139 17.241 9.557 0.0615
H 19.790 15.097 22.329 0.0869
H 19.594 14.942 10.874 0.1036
H 12.262 23.884 13.107 0.0688
H 12.731 14.409 19.128 0.0722
H 14.286 25.184 17.396 0.0555
H 12.272 21.124 10.623 0.0903
H 20.438 15.674 19.761 0.1195
H 13.062 23.283 11.764 0.0635
H 15.388 17.043 23.346 0.0905
H 17.857 11.247 11.324 0.0883
H 13.497 16.774 20.006 0.1389

[2]
201
Properties=species:S:1:pos:R:3:lowdin_charge:R:1 method="wB97M-V/def2-TZVPD" charge=-1 homo_ev=-5.95 energy_ha=-4169.43704 multiplicity=1 gap_ev=7.8235 lumo_energy_ha=0.069
O 0.684 -11.547 19.438 0.1493
O -5.002 -13.144 22.293 -0.1282
O -0.591 -7.805 23.133 -0.1780
O 2.202 -7.850 12.998 -0.1810
O -9.791 -2.952 18.364 -0.1689
O -0.990 -12.841 23.527 -0.1582
O -0.713 -7.399 18.870 0.1868
O -4.036 2.868 14.598 -0.1850
O 0.515 1.715 18.275 -0.2220
O -0.380 -5.488 17.775 0.1561
O 0.584 -5.064 14.729 -0.1295
O 2.973 -1.717 16.733 -0.1582
O -3.145 -3.433 13.585 -0.1973
O -4.977 -6.207 19.616 -0.1828
O -1.437 -8.688 17.037 0.2463
O 1.280 -3.451 11.010 -0.2062
O -2.127 -11.330 20.505 0.1465
O 4.446 -8.020 18.799 -0.1776
O -2.032 -9.369 19.410 0.2022
O 0.143 -9.584 18.560 0.2238
O 0.445 -2.248 20.946 -0.1411
O -1.598 -16.802 21.534 -0.1654
O -1.232 -7.160 15.438 0.1273
O -1.015 -13.420 16.985 -0.1364
N -7.317 -4.719 19.440 -0.0590
N 2.223 -6.045 18.930 0.0766
N 1.389 -13.365 21.914 0.0575
N 2.727 -6.619 21.988 0.0440
N -1.362 -14.153 20.530 0.0667
N 0.443 -0.957 18.052 -0.0593
N 4.043 -4.819 11.939 -0.0509
N -3.730 -0.617 13.592 -0.0533
C -4.131 1.466 14.776 -0.2424
C 2.281 -11.214 22.720 -0.0646
C -0.070 -10.622 19.341 -0.3710
C -3.268 -2.766 12.365 -0.2407
C -0.688 1.048 18.675 -0.2002
C -0.105 -11.775 23.161 -0.2055
C 2.621 -3.291 10.543 -0.2120
C 2.682 -6.784 17.727 -0.3835
C 0.357 -3.595 20.464 -0.1413
C -7.527 -3.721 18.382 -0.1997
C 1.981 -2.666 17.071 -0.2310
C -2.874 -1.324 12.646 -0.2203
C -1.304 -12.140 16.391 -0.1149
C -0.692 -6.636 17.778 -0.3982
C -3.240 0.747 13.800 -0.2204
C -0.060 -4.000 14.095 -0.1717
C -2.244 -12.266 23.842 -0.1305
C -1.168 -7.503 16.589 -0.3815
C -8.862 -3.771 17.653 -0.2234
C -2.613 -14.990 20.456 -0.3869
C 1.753 -8.151 14.302 -0.0892
C -1.535 -10.566 19.817 -0.3310
C -5.637 -12.513 21.177 -0.1478
C 2.861 -5.709 12.138 -0.1914
C -1.374 -18.184 21.679 -0.1261
C -2.241 -16.451 20.323 -0.2278
C -3.310 -4.828 13.499 -0.1092
C -1.931 -7.632 22.719 -0.0983
C 5.012 -9.256 19.101 -0.1261
C 3.294 -6.987 12.854 -0.2304
C 0.281 -6.972 22.397 -0.2014
C 1.729 -7.504 22.542 -0.4307
C -6.208 -6.906 19.599 -0.2199
C 0.948 2.667 19.230 -0.1063
C 3.711 -1.277 17.864 -0.0939
C -7.309 -6.084 18.929 -0.2150
C 3.712 -5.880 17.058 -0.0449
C 3.580 -3.450 11.698 -0.2139
C 3.202 -8.140 18.138 -0.1859
C 0.571 -2.049 17.058 -0.1730
C 2.084 -7.632 24.039 -0.0701
C -3.410 -14.508 19.241 -0.0765
C -3.843 -7.009 19.376 -0.0778
C 0.353 -3.482 9.970 -0.1364
C -10.923 -2.749 17.550 -0.1481
C -4.692 3.598 15.595 -0.1333
C -0.846 -0.298 17.951 -0.1859
C 1.274 -12.312 22.954 -0.4261
B -1.064 -8.776 18.479 -0.9385
H -3.650 -1.094 14.487 0.1110
H -3.587 -7.483 20.336 0.0777
H 3.342 -8.816 17.288 0.1268
H -4.303 -2.762 11.990 0.1263
H 3.949 -2.096 18.547 0.0913
H 0.613 -3.166 13.890 0.0779
H 3.199 -2.988 12.616 0.1219
H -6.330 -11.787 21.627 0.0697
H -6.426 -4.517 19.872 0.0956
H -3.195 -16.995 20.200 0.1195
H 1.884 3.099 18.882 0.0851
H -0.382 -11.559 16.410 0.0828
H -9.233 -4.798 17.555 0.1160
H -0.015 -5.784 14.984 0.0318
H 0.526 -3.573 19.387 0.0363
H 2.673 -6.550 20.971 0.0291
H 1.957 -6.670 24.540 0.0767
H 0.464 -1.685 20.162 0.0253
H -1.451 1.769 18.353 0.1170
H 2.868 -4.043 9.785 0.1273
H 3.146 -0.509 18.399 0.0745
H -4.506 4.648 15.378 0.0867
H 2.165 -10.763 21.725 0.0625
H 1.987 -5.087 18.710 0.0341
H -2.921 -0.792 11.691 0.1215
H -3.025 -6.376 19.045 0.0939
H -5.011 -11.917 20.519 0.0671
H -5.365 -14.023 22.402 0.0716
H -3.320 1.270 12.844 0.1236
H 2.032 -10.325 23.312 0.0538
H 0.788 -8.639 14.177 0.0912
H -6.440 -7.127 20.649 0.1245
H -1.229 -18.705 20.729 0.0811
H -1.840 -1.355 13.017 0.1207
H -8.269 -6.597 18.994 0.1125
H -2.935 -13.003 24.255 0.0782
H -1.765 -16.712 19.371 0.1269
H 1.829 -8.473 22.055 0.1150
H 0.381 -4.397 9.351 0.0887
H 4.659 -0.840 17.552 0.0848
H 4.441 -4.929 12.866 0.0958
H -6.139 -7.896 19.138 0.1170
H 4.058 -7.496 12.250 0.1225
H -1.701 -12.322 15.392 0.0789
H 1.569 -7.258 14.903 0.0553
H -2.246 -11.482 24.610 0.0818
H -0.929 -3.630 14.648 0.0740
H -0.155 -2.817 17.324 0.1098
H 1.115 2.135 20.171 0.0902
H 0.220 -5.901 22.617 0.1213
H 4.483 -5.502 17.734 0.0847
H -2.717 -11.886 22.935 0.0632
H -11.399 -3.715 17.338 0.0845
H -2.615 -8.276 23.271 0.0895
H -6.763 -3.849 17.602 0.1137
H 5.880 -9.157 19.758 0.0850
H -4.281 3.380 16.592 0.0818
H 1.413 -8.341 24.524 0.0623
H -0.726 0.957 19.763 0.1178
H 0.476 -1.735 16.015 0.1108
H 2.620 -2.298 10.084 0.1209
H 1.893 -6.922 16.977 0.1115
H -3.457 -13.425 19.150 0.0603
H 0.487 -2.666 9.256 0.0847
H 3.327 -4.944 16.642 0.0555
H -8.737 -3.415 16.626 0.1179
H 3.813 -6.824 13.809 0.1107
H 4.354 -9.909 19.688 0.0864
H 2.137 -3.280 17.962 0.0919
H 4.221 -6.384 16.232 0.0710
H 2.463 -8.499 18.868 0.1196
H 2.348 -5.971 11.212 0.1202
H -1.222 -0.223 16.927 0.1098
H 1.222 -0.322 17.964 0.0797
H -7.043 -6.047 17.861 0.1148
H -1.017 -14.107 19.563 0.0579
H -0.123 -11.032 23.969 0.1214
H -0.078 -13.596 16.879 0.0728
H 1.900 -3.441 16.301 0.0972
H 2.330 -13.731 21.996 0.0604
H -4.329 -5.122 13.227 0.0893
H 1.308 -12.826 21.055 0.0295
H 1.361 -6.531 19.180 0.0535
H -2.981 -5.376 14.380 0.0780
H 4.479 -2.873 11.452 0.1121
H -2.232 -18.704 22.138 0.0775
H -1.531 -0.851 18.602 0.1220
H 2.658 -5.679 22.362 0.0679
H 2.502 -8.812 14.752 0.0904
H -10.861 -2.148 16.640 0.0852
H -3.205 -14.895 18.237 0.0717
H 0.093 -7.084 21.320 0.1088
H 1.213 -4.133 20.883 0.0644
H 1.536 -12.867 23.864 0.1376
H -2.654 -5.253 12.726 0.0874
H -3.084 -14.758 21.409 0.1249
H 3.325 -11.506 22.818 0.0797
H 2.126 -5.203 12.774 0.1001
H -5.165 1.128 14.641 0.1256
H -4.020 -7.895 18.759 0.0942
H -2.645 -3.105 11.529 0.1061
H -0.591 -18.263 22.434 0.0862
H -0.465 -4.248 13.104 0.0712
H -2.192 -6.599 22.989 0.0918
H -6.305 -13.230 20.699 0.0761
H 3.129 -7.939 24.034 0.0731
H -2.207 0.825 14.160 0.1209
H -0.531 -11.207 22.324 0.1104
H -11.746 -2.277 18.098 0.0817
H -7.398 -2.771 18.901 0.1213
H -2.047 -11.640 17.013 0.0771
H 0.214 3.476 19.301 0.0861
H -1.762 -13.207 20.502 0.0211
H -2.173 -7.757 21.660 0.0541
H -0.592 -4.042 20.755 0.0821
H -5.762 3.383 15.698 0.0869
H -4.427 -14.934 19.321 0.0682
H -3.859 1.223 15.812 0.1174
H 5.379 -9.737 18.185 0.0877
H -0.700 -3.596 10.237 0.0684